Entry 1:
{
  "formula": "C27H29N7O4S3W",
  "method": "ωB97M-V/def2-TZVPD",
  "total_energy_ha": -2990.69584,
  "e_lumo_ev": -14.93,
  "total_charge": 4,
  "homo_ev": -19.5,
  "species": ["W", "C", "C", "N", "C", "C", "S", "C", "C", "N", "H", "H", "H", "H", "H", "H", "H", "H", "H", "H", "H", "H", "H", "H", "S", "N", "C", "C", "C", "C", "C", "N", "C", "C", "N", "C", "C", "C", "C", "C", "N", "H", "H", "H", "H", "H", "H", "C", "C", "C", "C", "C", "C", "C", "S", "O", "O", "N", "C", "C", "O", "O", "H", "H", "H", "H", "H", "H", "H", "H", "H"],
  "positions_angstrom": [[-0.044, -0.399, -0.866], [1.626, -3.060, 0.868], [0.143, -3.319, 0.822], [-0.426, -2.756, -0.430], [-0.234, -3.634, -1.632], [1.128, -3.566, -2.308], [1.894, -1.899, -2.382], [3.383, -2.075, -1.350], [3.203, -1.395, -0.003], [1.854, -1.625, 0.575], [2.023, -3.334, 1.846], [2.146, -3.672, 0.138], [-0.060, -4.389, 0.888], [-0.350, -2.832, 1.666], [-1.433, -2.775, -0.274], [-0.417, -4.674, -1.349], [-1.001, -3.375, -2.358], [1.860, -4.241, -1.871], [1.001, -3.872, -3.347], [3.637, -3.132, -1.286], [4.189, -1.591, -1.901], [3.975, -1.764, 0.678], [3.334, -0.318, -0.109], [1.890, -1.163, 1.481], [3.661, 6.358, -0.715], [3.200, 5.442, -1.943], [2.693, 4.333, -1.441], [2.131, 3.241, -2.180], [2.048, 3.238, -3.582], [1.491, 2.145, -4.211], [1.007, 1.099, -3.444], [1.060, 1.079, -2.102], [1.629, 2.147, -1.460], [1.682, 2.106, -0.023], [1.184, 0.997, 0.590], [1.145, 0.996, 1.928], [1.640, 2.022, 2.717], [2.193, 3.128, 2.111], [2.207, 3.185, 0.710], [2.721, 4.309, -0.015], [3.243, 5.406, 0.502], [2.425, 4.092, -4.133], [1.417, 2.091, -5.288], [0.569, 0.244, -3.938], [0.700, 0.132, 2.411], [1.590, 1.935, 3.794], [2.603, 3.956, 2.677], [-4.582, 0.070, 5.242], [-4.015, 0.345, 3.895], [-2.820, -0.268, 3.466], [-2.347, -0.061, 2.194], [-3.058, 0.787, 1.331], [-4.222, 1.437, 1.740], [-4.678, 1.216, 3.023], [-2.566, 0.823, -0.328], [-1.053, 1.230, -0.360], [-3.367, 1.532, -1.244], [-2.199, -0.737, -0.740], [-2.886, -1.185, -1.959], [-1.845, -1.272, -3.074], [-1.956, -1.679, -4.159], [-0.619, -0.838, -2.548], [-4.027, -0.686, 5.791], [-5.623, -0.245, 5.153], [-4.598, 0.986, 5.840], [-2.299, -0.921, 4.155], [-1.444, -0.546, 1.823], [-4.754, 2.084, 1.052], [-5.579, 1.714, 3.357], [-3.642, -0.458, -2.269], [-3.385, -2.148, -1.842]],
  "forces_ev_per_a": [[1.2547, -1.8667, 0.4959], [-0.2426, -0.1142, -0.1640], [0.3374, 0.1887, 0.2584], [-0.1868, 0.5579, -0.5208], [0.1943, -0.0267, -0.2702], [0.0438, 0.1357, -0.0876], [-0.4348, 0.3152, 0.7712], [-0.1170, 0.0965, -0.2675], [0.0265, 0.2433, -0.1809], [-0.3024, 0.1843, 0.0546], [0.0542, 0.0864, 0.0146], [0.0240, 0.0201, -0.0054], [-0.1423, 0.0167, -0.0509], [-0.0833, 0.0011, -0.0165], [-0.0314, 0.1569, 0.0081], [-0.0995, 0.0345, 0.0843], [-0.0296, -0.0370, 0.0777], [0.0159, 0.0167, 0.0321], [0.0435, -0.0348, 0.0028], [-0.0286, -0.0121, 0.0013], [0.0325, -0.0175, 0.0183], [-0.0540, 0.0417, 0.0934], [0.0393, -0.0158, 0.0365], [-0.1847, 0.1565, -0.1041], [0.0240, 0.0407, 0.0236], [0.0360, 0.1095, -0.3727], [0.0176, 0.0162, 0.8861], [-0.1847, -0.3609, -0.1722], [-0.0139, -0.0734, 0.0902], [0.1004, 0.1514, 0.0716], [-0.0592, -0.2420, -0.1750], [-0.4366, -0.2568, 0.3324], [0.1390, 0.0922, -0.1458], [0.1016, 0.1166, 0.2966], [-0.1937, 0.2438, -0.7844], [-0.1620, -0.4273, 0.0135], [0.0706, 0.1027, 0.0499], [-0.0541, -0.0705, -0.1616], [-0.0954, -0.2768, 0.1796], [0.0061, 0.0771, -0.8643], [0.0882, 0.0953, 0.3682], [0.0009, -0.0165, -0.0324], [-0.0214, -0.0391, 0.0026], [-0.0078, 0.0359, 0.0523], [-0.0343, 0.0092, 0.0032], [-0.0135, -0.0212, -0.0014], [-0.0133, -0.0148, 0.0397], [-0.0648, 0.0544, 0.1703], [-0.0328, 0.0993, -0.1240], [0.0813, -0.0095, -0.0374], [-0.0590, 0.1349, -0.1001], [0.2008, -0.1595, -0.5036], [-0.0977, 0.1990, -0.3436], [0.0052, -0.0053, 0.0752], [-0.4556, -0.1678, 1.2318], [0.1824, -0.1345, 0.0185], [-0.1662, 0.1357, -0.0089], [1.0550, 0.5577, -0.1774], [0.1302, 0.0496, 0.2477], [-1.4230, -0.4065, -0.1065], [0.2455, 0.1620, 0.0328], [0.9465, 0.4440, -0.4994], [0.0102, -0.0126, -0.0317], [0.0173, -0.0376, -0.0022], [0.0313, 0.0081, -0.0224], [0.0285, -0.0158, -0.0476], [-0.0389, -0.1460, 0.2525], [-0.0627, 0.0014, 0.0689], [-0.0168, -0.0079, -0.0365], [-0.0683, -0.0838, -0.0399], [0.1280, -0.0778, 0.0022]]
}

Entry 2:
{
  "formula": "C27H30AlB2BeBr2CaClF25N5O11PS2",
  "method": "ωB97M-V/def2-TZVPD",
  "total_energy_ha": -12374.53115,
  "e_lumo_ev": -8.43,
  "total_charge": 1,
  "homo_ev": -10.4,
  "species": ["C", "O", "B", "O", "C", "C", "C", "C", "C", "C", "F", "F", "C", "F", "F", "C", "F", "F", "C", "F", "F", "C", "F", "F", "C", "F", "F", "F", "C", "N", "C", "N", "C", "N", "C", "C", "O", "C", "C", "C", "O", "H", "H", "H", "H", "H", "H", "H", "H", "H", "H", "H", "H", "H", "H", "H", "H", "H", "H", "H", "N", "S", "O", "O", "F", "S", "O", "O", "F", "Al", "C", "O", "O", "O", "Be", "Br", "C", "C", "Br", "H", "H", "H", "H", "C", "C", "C", "C", "N", "H", "H", "H", "H", "H", "H", "H", "Cl", "F", "P", "F", "F", "F", "F", "F", "B", "F", "F", "F", "F", "Ca"],
  "positions_angstrom": [[4.859, -5.540, 1.984], [5.357, -5.735, 0.633], [5.991, -4.529, 0.125], [7.377, -4.607, -0.223], [5.060, -3.202, 0.049], [3.569, -3.321, -0.316], [2.727, -2.017, -0.363], [1.192, -2.152, -0.728], [0.876, -1.702, -2.238], [-0.606, -1.093, -2.349], [-0.673, -0.465, -3.654], [-0.695, -0.053, -1.396], [-1.790, -2.178, -2.284], [-1.384, -3.469, -1.880], [-2.261, -2.332, -3.664], [-3.057, -1.781, -1.388], [-2.739, -1.537, -0.016], [-3.891, -2.946, -1.353], [-3.966, -0.623, -2.032], [-3.212, 0.454, -2.545], [-4.758, -1.138, -3.110], [-5.062, 0.003, -0.996], [-6.179, 0.371, -1.821], [-5.566, -0.991, -0.098], [-4.567, 1.383, -0.319], [-5.459, 1.684, 0.755], [-3.251, 1.348, 0.185], [-4.695, 2.501, -1.189], [3.298, -0.565, -0.033], [2.371, 0.512, -0.139], [3.065, 1.717, 0.186], [2.284, 2.958, 0.087], [4.547, 1.861, 0.630], [5.416, 0.753, 0.723], [4.782, -0.484, 0.361], [5.686, -1.777, 0.391], [7.045, -1.783, 0.724], [7.844, -0.948, -0.176], [7.552, -1.166, -1.741], [6.924, 0.190, -2.332], [8.859, -1.315, -2.400], [4.992, -6.491, 2.612], [5.398, -4.690, 2.532], [3.733, -5.282, 2.028], [7.855, -5.055, 0.521], [3.115, -4.352, -0.532], [0.539, -1.649, 0.064], [0.943, -3.269, -0.668], [1.680, -0.936, -2.555], [0.993, -2.589, -2.947], [2.717, 3.681, 0.679], [1.304, 2.783, 0.344], [4.962, 2.893, 0.892], [8.943, -1.259, -0.004], [7.802, 0.157, 0.158], [6.970, -2.113, -1.996], [6.797, 1.020, -1.542], [5.929, 0.059, -2.873], [7.668, 0.627, -3.100], [9.022, -2.289, -2.356], [0.861, 2.172, -4.614], [0.224, 3.584, -4.880], [0.851, 4.416, -5.872], [-0.374, 4.265, -3.763], [-1.123, 3.101, -5.697], [2.253, 2.285, -3.885], [3.017, 1.055, -3.912], [2.303, 3.000, -2.632], [3.111, 3.208, -4.850], [-2.406, 1.890, -5.340], [9.025, -1.639, 3.168], [8.499, -2.381, 3.986], [9.805, -2.002, 2.267], [8.861, -0.406, 3.107], [-1.417, -2.234, -5.424], [-2.854, 0.376, 5.225], [-4.534, 0.772, 4.293], [-5.281, 1.895, 4.971], [-6.163, 1.281, 6.598], [-5.104, -0.159, 4.248], [-4.238, 1.061, 3.284], [-6.084, 2.264, 4.332], [-4.643, 2.728, 5.254], [-8.155, 4.250, 5.647], [-9.195, 4.175, 4.535], [-9.388, 5.505, 3.806], [-9.914, 6.548, 4.693], [-10.315, 7.365, 5.397], [-8.455, 4.956, 6.428], [-8.032, 3.271, 6.118], [-7.183, 4.565, 5.254], [-10.146, 3.832, 4.954], [-8.877, 3.420, 3.808], [-10.086, 5.358, 2.976], [-8.441, 5.834, 3.369], [-5.080, -0.502, 2.192], [0.690, -7.952, 0.262], [0.007, -6.622, -0.326], [-1.085, -7.589, -1.000], [0.361, -5.141, -0.836], [-1.407, -6.019, 0.146], [0.896, -6.851, -1.648], [0.583, -6.167, 1.108], [-4.440, 5.338, -4.043], [-3.668, 4.211, -4.513], [-4.511, 6.324, -5.073], [-5.758, 4.898, -3.705], [-3.807, 5.894, -2.887], [-3.416, 3.039, 6.168]],
  "forces_ev_per_a": [[-1.1676, 0.1086, 1.5014], [1.1281, 2.7440, 0.1720], [0.6983, -2.5818, 0.5679], [-2.0923, 0.6472, 1.4860], [-2.6761, 2.2330, -0.4162], [2.5985, 3.3281, 1.0415], [0.1881, -0.8531, 0.0441], [0.8284, -1.5626, 0.5806], [0.2352, 0.3604, -0.0285], [2.7792, 1.0900, -0.2535], [-0.2572, -1.0336, 2.0284], [-0.6937, -2.2354, -1.9436], [0.2072, -1.5278, 1.2016], [-0.6402, 3.7202, -1.1837], [0.3393, -0.0490, 1.1388], [-1.9291, -2.0123, 1.3334], [-0.1772, -0.1361, -3.7981], [1.9877, 2.7082, -0.3648], [-1.8358, 0.6859, -0.7348], [-0.9919, -2.2009, 0.8824], [2.5054, 0.7798, 2.3324], [-2.3384, -0.8537, -0.8141], [2.5794, -0.5688, 2.0231], [1.5213, 2.5801, -4.0315], [-1.0571, 2.5319, 1.5676], [2.2060, -0.1565, -2.8736], [-2.9209, -0.0522, -1.3040], [0.7459, -3.3741, 1.9436], [0.6044, -1.2778, -0.2094], [5.5061, 0.2166, 1.4794], [-1.1009, 1.2613, -0.1637], [2.1366, -3.4377, 1.8793], [0.3751, -3.1898, -0.4784], [-4.8112, 1.4072, -1.1747], [0.2335, -0.6419, -0.1538], [-1.4772, -0.1335, -0.1593], [-3.8715, 0.2259, -1.5858], [2.2634, 0.9513, -0.2993], [0.5559, 1.4130, -0.3211], [0.2521, 0.5820, -0.4960], [-1.3974, -1.2399, 0.8607], [-0.0158, 1.3098, -1.2212], [-0.5330, -1.1305, -0.7249], [1.6805, -0.4763, -0.3864], [-0.5629, 0.0422, -1.2040], [0.5626, 1.7552, 0.2971], [1.0157, -0.1851, -1.2569], [0.3537, 1.5127, 0.0761], [-1.8063, -0.7114, 0.2393], [-0.3363, 1.0148, 1.0501], [-0.4260, -0.2795, -0.6300], [0.4778, 0.2162, -0.5994], [-0.6682, -1.6935, -0.4496], [-1.9424, 0.1701, -0.1289], [-0.2991, -1.8434, -0.6739], [0.3158, 1.3189, 0.7513], [0.1186, -1.5153, -1.1120], [1.2648, 0.0111, 0.7692], [-1.1624, -0.8947, 1.1716], [0.2188, 1.1216, -0.1622], [-0.3600, 0.0558, -0.2117], [1.8695, 5.0177, 1.3529], [-0.5342, -1.5947, 0.7586], [0.4840, -1.5295, -0.8073], [-0.8345, -0.4004, -1.4132], [3.6767, -0.3389, 1.2282], [-1.6544, 0.2695, -0.1415], [-0.9368, -0.4328, -1.1136], [-0.5594, -0.1687, 0.0508], [-1.6232, -0.2700, 0.4768], [-0.2637, -0.3936, 0.4735], [-0.0211, 0.0215, -0.0671], [0.2581, -0.0219, -0.2777], [0.0040, 0.3700, -0.1232], [-0.0816, 0.2716, 0.6878], [0.6945, 0.5786, 0.8102], [-0.0458, 1.4076, 0.5073], [-1.2622, -1.1453, -0.2915], [0.6879, 0.4273, 0.3814], [0.1395, -0.0088, 0.0452], [0.1052, -0.1259, 0.1063], [0.2472, 0.1285, -0.0808], [-4.0649, -0.4705, -3.2322], [-0.1557, -0.0867, 0.2192], [0.1739, -0.2302, 0.1123], [-0.1582, -0.2487, -0.1826], [-0.0057, 0.2890, 0.0561], [0.1650, -0.3316, -0.1620], [0.0809, -0.0160, -0.1009], [-0.0802, 0.1570, -0.0247], [0.0468, 0.0973, -0.0473], [0.0856, 0.0750, -0.0839], [-0.1470, 0.1217, -0.0403], [0.0446, 0.1578, 0.0897], [-0.0986, 0.1183, 0.0653], [-0.0037, -1.2600, 0.9038], [-0.0317, -2.2979, -0.4976], [-0.7144, -2.2042, 0.3328], [0.0528, -1.6552, -2.0399], [-0.4878, 3.5670, 0.1694], [-0.7187, 2.0387, 1.8903], [1.4808, -1.7413, -1.1325], [0.7312, 2.6160, 1.2194], [-0.9500, 1.4868, 0.4072], [0.4117, -0.7519, -0.2347], [0.2238, -1.0584, 0.7602], [1.1471, 0.0450, -0.2778], [-0.3178, -0.6895, -0.8563], [4.0055, -0.0440, 3.2536]]
}